(1)
Here is a molecular structure, C11H22CdN6O5S2 in a non-equilibrium geometry from OMol25. Energies are from ωB97M-V with the def2-TZVPD basis set.

For the calculated total energy, the calculation gives -2100.8898 Ha. The calculation puts the largest force on an atom at 2.973 eV Å⁻¹. Its LUMO energy (alpha / beta) is -0.24 / -0.17 eV. The value obtained for the molecular weight is 494.88 g mol⁻¹. The calculation puts the HOMO energy (alpha / beta) at -2.864 / -2.918 eV.

Last column: Löwdin charge in e.
CARTESIAN COORDINATES (ANGSTROEM)
O  -0.1520  -0.5177  -3.5806  -0.130
H  -1.1201  -0.3918  -3.2845  0.074
Cd  -0.0185  -0.5764  0.8023  1.381
N  2.0125  -0.3766  1.7461  -0.224
N  0.6659  1.6233  0.9015  -0.091
O  2.6688  -1.5065  1.6802  -0.254
O  -0.1117  2.7735  0.6281  -0.135
C  2.6319  0.8215  1.8416  -0.317
C  1.8387  1.9517  1.4528  -0.292
C  4.0385  0.9609  2.2929  -0.039
C  2.2580  3.3708  1.6477  -0.017
H  4.5068  -0.0326  2.3405  0.076
H  4.0581  1.4280  3.2903  0.088
H  4.6157  1.6057  1.6101  0.086
H  1.3898  4.0267  1.5221  0.075
H  3.0377  3.6829  0.9345  0.099
H  2.6716  3.5208  2.6517  0.089
H  2.1542  -1.6227  -0.1918  0.018
H  -0.6887  2.5640  -0.1685  0.022
O  -1.7170  0.3073  2.3706  -0.112
H  -1.4061  -0.1110  3.1944  0.058
H  -1.3839  1.2322  2.4190  0.050
C  0.7715  0.6184  -3.9901  -0.144
H  1.4495  0.0931  -4.6653  0.053
H  1.2104  1.1251  -3.1241  0.037
H  0.0849  1.2416  -4.5474  0.026
O  1.4683  -1.3428  -0.8552  -0.219
H  0.1531  -1.3926  -3.2404  0.059
H  1.9729  -0.6177  -1.2595  0.019
N  0.1891  -3.7499  1.6010  0.113
C  -0.9786  -3.5112  0.9756  -0.676
N  -1.2726  -2.3481  0.4202  -0.047
C  -2.5523  -2.2807  -0.1216  -0.354
C  -3.2659  -3.4470  0.0487  -0.363
S  -2.3078  -4.6465  0.8092  1.033
C  -2.9369  -1.0252  -0.6950  -0.371
C  -4.2087  -0.5560  -0.9513  -0.367
S  -4.1956  1.0970  -1.4408  0.967
C  -2.4678  1.0924  -1.2692  -0.763
N  -1.9515  -0.0630  -0.9373  0.004
N  -1.6951  2.2642  -1.4701  0.025
H  0.3527  -4.6690  1.9874  0.106
H  0.9545  -3.0707  1.6225  0.066
H  -4.2980  -3.5753  -0.2409  0.079
H  -5.1014  -1.1368  -0.8335  0.067
H  -2.3052  3.0542  -1.6953  0.090
H  -1.0193  2.1125  -2.2285  0.059

=====

(2)
Here is a molecular structure, C27H38IrNO in a non-equilibrium geometry from OMol25. Energies are from ωB97M-V with the def2-TZVPD basis set.

Its spin multiplicity is 6. For the calculated total energy, the calculation gives -1285.5966 Ha. The calculation puts the largest force on an atom at 3.648 eV Å⁻¹. Its LUMO energy (alpha / beta) is 2.16 / 0.65 eV. Its energy above the lowest of the compared OMol25 structures with the same formula, charge and spin is 0.000 eV. The value obtained for the molecular weight is 584.82 g mol⁻¹. The calculation puts the HOMO energy (alpha / beta) at 0.432 / -5.736 eV. The charge is -1.

Last column: Mulliken spin population.
CARTESIAN COORDINATES (ANGSTROEM)
Ir  0.3759  1.6731  -0.7816  4.015
C  2.2060  1.2234  0.4333  0.285
C  2.2082  0.3171  -0.6710  0.296
C  2.2093  1.0830  -1.8810  0.260
H  2.2066  -0.7639  -0.6046  -0.041
C  2.1966  2.4799  -1.5304  -0.895
C  2.1911  2.5672  -0.0889  -0.023
H  2.1888  3.4828  0.4948  -0.050
H  2.1994  0.9404  1.4795  -0.005
H  2.2240  0.6792  -2.8861  -0.104
H  2.2023  3.3141  -2.2260  0.329
C  -1.6825  1.0165  -0.0845  0.325
C  -1.4097  2.3654  0.3001  0.378
C  -1.1677  3.1267  -0.8965  -0.923
H  -1.3899  2.7506  1.3174  -0.068
C  -1.3018  2.2329  -2.0230  -0.229
C  -1.6195  0.9277  -1.5085  0.145
H  -1.7675  0.0346  -2.1032  0.006
H  -1.8721  0.1884  0.5952  -0.017
H  -0.9391  4.1858  -0.9517  0.310
H  -1.1944  2.5004  -3.0648  0.074
O  0.1279  -0.5782  -3.3407  -0.128
C  -0.0726  0.0123  -4.9426  0.070
C  0.6376  -1.2630  -5.4095  0.076
C  0.6741  1.3030  -5.0717  -0.089
C  -1.5504  0.0889  -5.2212  0.043
C  0.7420  -1.7109  -3.9481  0.036
H  1.6092  -1.0750  -5.8740  -0.008
H  0.0063  -1.9130  -6.0198  -0.004
H  0.1738  -2.6232  -3.7119  0.004
H  1.7734  -1.8157  -3.5795  -0.003
H  0.5004  1.7265  -6.0708  -0.229
H  1.7484  1.1447  -4.9344  0.129
H  0.3258  2.0252  -4.3221  0.011
H  -1.7127  0.1952  -6.3035  -0.030
H  -1.9819  0.9595  -4.7159  0.045
H  -2.0636  -0.8154  -4.8747  -0.009
C  -1.1217  -1.6417  6.3656  -0.010
C  -0.6257  -0.7941  5.2240  -0.071
C  -0.2482  0.5296  5.4733  0.254
C  0.1709  1.3666  4.4295  -0.084
C  0.6099  2.7734  4.7301  0.013
C  0.1641  0.8752  3.1361  0.129
C  -0.1352  -0.5014  2.8103  -0.027
C  -0.5302  -1.3071  3.9367  0.199
N  -0.0384  -0.8856  1.5339  0.524
C  -0.2939  -2.2630  1.0456  -0.092
C  0.6851  -3.2565  1.6567  0.030
C  -1.7391  -2.6883  1.2879  0.022
C  -0.0829  -2.2928  -0.4634  0.010
H  -0.3358  -1.8057  7.1151  -0.004
H  -1.9591  -1.1540  6.8825  -0.004
H  -1.4628  -2.6190  6.0098  0.000
H  -0.2843  0.9191  6.4926  0.001
H  -0.1969  3.3509  5.2014  -0.005
H  1.4614  2.7802  5.4249  -0.003
H  0.9143  3.2917  3.8137  0.008
H  0.4175  1.5479  2.3102  0.084
H  -0.7806  -2.3573  3.7714  0.025
H  0.5916  -3.3154  2.7423  0.003
H  0.5009  -4.2506  1.2340  0.001
H  1.7122  -2.9584  1.4173  -0.003
H  -2.4118  -2.1449  0.6151  -0.002
H  -1.8342  -3.7599  1.0822  -0.002
H  -2.0617  -2.4977  2.3129  0.008
H  -0.6545  -1.5112  -0.9772  0.006
H  0.9668  -2.1507  -0.7305  0.010
H  -0.3996  -3.2652  -0.8622  0.000

=====

(3)
Here is a molecular structure, C28H29AlF5O5S from OMol25. Energies are from ωB97M-V with the def2-TZVPD basis set.

For the calculated total energy, the calculation gives -2599.3098 Ha. The calculation puts the largest force on an atom at 0.927 eV Å⁻¹. Its LUMO energy is -14.20 eV. The value obtained for the molecular weight is 599.57 g mol⁻¹. The calculation puts the HOMO energy at -16.545 eV. The charge is +3.

Last column: Löwdin charge in e.
CARTESIAN COORDINATES (ANGSTROEM)
C  -4.3573  1.3012  -3.0579  -0.061
C  -4.5922  -0.2081  -3.2072  -0.241
C  -4.9333  -0.8591  -1.8782  -0.280
O  -3.9784  -0.7097  -0.8615  -0.107
C  -2.7904  -1.4906  -0.8761  -0.125
C  -1.7175  -0.6026  -0.3012  -0.010
C  -1.4516  -0.4050  0.9900  -0.073
C  -2.1074  -1.0233  2.1929  -0.029
C  -1.3062  -2.0015  2.9088  -0.003
C  -1.7318  -2.3494  4.2586  0.086
C  -1.0025  -3.1607  5.0202  0.067
C  0.2240  -3.7174  4.5022  -0.058
C  1.0659  -4.5650  5.3210  0.055
C  0.6280  -3.4014  3.1329  0.093
C  -0.1083  -2.5845  2.3788  0.071
C  -0.4457  0.6129  1.3998  -0.270
O  -0.5491  1.0611  2.5241  0.125
C  0.6109  1.0127  0.4423  -0.051
C  0.3156  0.8625  -0.9260  0.021
C  1.2387  1.3006  -1.9092  -0.087
C  1.0502  1.2329  -3.4013  -0.098
C  1.1570  -0.1920  -3.9641  -0.042
C  2.5588  -0.7498  -3.8848  -0.630
F  3.4964  0.1932  -4.0087  0.159
F  2.7548  -1.3406  -2.6792  0.119
F  2.7809  -1.6707  -4.8153  0.169
C  2.4216  1.8403  -1.4569  0.077
C  2.7768  1.9512  -0.0979  -0.085
C  4.1158  2.5625  0.1715  -0.121
C  3.9867  4.0216  0.6893  -0.115
C  3.8506  5.0502  -0.4484  -0.157
F  3.9021  4.4436  -1.6977  -0.054
C  1.8353  1.5003  0.8758  -0.093
S  2.2453  1.4531  2.6193  0.681
O  1.7931  0.1913  3.1098  -0.256
O  3.5805  1.8478  2.8411  -0.193
F  1.3368  2.5665  3.1746  -0.092
C  -0.9722  0.2219  -1.3160  -0.232
O  -1.4464  0.3025  -2.4252  0.134
H  -4.2515  1.5674  -2.0094  0.080
H  -3.4368  1.6073  -3.5442  0.073
H  -5.1673  1.8681  -3.5028  0.089
H  -5.4642  -0.3612  -3.8500  0.117
H  -3.7514  -0.7156  -3.6884  0.098
H  -5.8548  -0.4225  -1.4983  0.151
H  -5.2088  -1.9395  -2.0882  -0.109
H  -2.4892  -1.7579  -1.8899  0.129
H  -2.9570  -2.3797  -0.2610  0.133
H  -3.1180  -1.4001  1.9756  0.185
H  -2.2795  -0.1974  2.9161  0.191
H  -2.6384  -1.9206  4.6622  0.160
H  -1.3109  -3.3917  6.0296  0.158
H  1.6143  -3.8672  5.9926  0.183
H  1.8097  -5.1000  4.7378  0.120
H  0.4896  -5.2404  5.9578  0.141
H  1.5387  -3.8352  2.7465  0.156
H  0.2240  -2.3468  1.3792  0.152
H  1.7698  1.8896  -3.8782  0.133
H  0.0713  1.6225  -3.6605  0.125
H  0.8381  -0.1558  -5.0024  0.144
H  0.4787  -0.8505  -3.4330  0.114
H  3.1424  2.1791  -2.1842  0.132
H  4.6729  2.5567  -0.7574  0.123
H  4.6855  1.9867  0.8902  0.118
H  3.1381  4.1254  1.3610  0.103
H  4.8688  4.2206  1.2912  0.125
H  2.8948  5.5668  -0.3786  0.120
H  4.6252  5.8101  -0.3893  0.127
Al  -5.1690  -3.6165  -3.2643  1.135

=====

(4)
Here is a gas-phase ion, C6H7N4O4S (charge -1) in a non-equilibrium geometry from OMol25. Energies are from ωB97M-V with the def2-TZVPD basis set.

For the calculated total energy, the calculation gives -1150.9860 Ha. The calculation puts the largest force on an atom at 4.170 eV Å⁻¹. Its LUMO energy is 3.53 eV. Its energy above the lowest of the compared OMol25 structures with the same formula, charge and spin is 1.491 eV. The value obtained for the molecular weight is 231.21 g mol⁻¹. The calculation puts the HOMO energy at -4.763 eV. The charge is -1.

Last column: Löwdin charge in e.
CARTESIAN COORDINATES (ANGSTROEM)
C  -2.5699  2.1369  1.2660  -0.154
C  -1.3932  1.5654  0.8505  -0.050
C  0.9116  0.9244  -0.9285  -0.327
C  -0.8993  -0.2268  -0.6709  -0.090
C  0.2327  -0.9784  -0.0077  -0.364
C  0.5123  -2.2310  -0.7961  -0.033
N  -3.5994  1.4937  0.6422  -0.069
N  -3.1975  0.4924  -0.0201  0.026
N  -1.8071  0.5919  0.0036  -0.130
N  1.2844  0.0198  -0.0953  -0.074
O  2.8369  -1.2860  1.4593  -0.325
O  1.0508  1.9681  -1.4299  0.169
O  3.5177  -0.7170  -0.8170  -0.347
O  3.3979  1.0391  0.8251  -0.319
S  2.9256  -0.2585  0.4394  0.424
H  -2.9216  3.0331  1.8277  0.096
H  -0.4132  1.8258  0.8679  0.083
H  -1.3709  -0.7646  -1.5515  0.130
H  -0.1497  -1.2211  0.9745  0.147
H  -0.4016  -2.7018  -0.9668  0.062
H  1.1639  -2.8573  -0.2114  0.085
H  0.8895  -1.8481  -1.6610  0.059